1.
{"formula": "C7H14NS", "method": "ωB97M-V/def2-TZVPD", "elements": ["C", "C", "C", "C", "C", "C", "C", "N", "S", "H", "H", "H", "H", "H", "H", "H", "H", "H", "H", "H", "H", "H", "H"], "coordinates": [[0.725, 0.173, 0.443], [1.990, 0.435, 0.046], [-2.701, -0.955, -0.162], [-3.127, 0.354, 0.327], [-0.527, 0.115, -0.334], [3.016, 0.110, 1.002], [2.239, 0.811, -1.427], [-1.358, -1.016, 0.170], [-1.741, 1.581, -0.232], [0.521, 0.002, 1.425], [-3.336, -1.825, 0.258], [-2.786, -0.968, -1.316], [-4.093, 0.802, -0.078], [-3.076, 0.326, 1.358], [-0.462, 0.104, -1.444], [2.863, -0.905, 1.415], [4.122, 0.176, 0.545], [3.018, 0.770, 1.829], [3.333, 1.150, -1.419], [2.040, -0.032, -1.981], [1.512, 1.685, -1.593], [-1.427, -0.976, 1.258], [-0.746, -1.920, -0.091]], "nbo_charge": [-0.356, 0.179, -0.274, -0.488, -0.168, -0.674, -0.657, -0.531, 0.178, 0.190, 0.263, 0.238, 0.286, 0.205, 0.256, 0.241, 0.235, 0.251, 0.245, 0.229, 0.232, 0.443, 0.476], "smiles": "CC(C)=C[C@H]1[NH2+]CCS1", "homo_lumo_gap_ev": 9.266, "charge": 1, "e_homo_ev": -12.7, "lumo_energy_ev": -3.47, "relative_energy_ev": 1.627, "e_tot_ha": -727.722507}

2.
{"formula": "C40H36ClMnN3Si2", "method": "ωB97M-V/def2-TZVPD", "elements": ["C", "C", "C", "H", "C", "C", "H", "H", "H", "H", "Mn", "Si", "C", "C", "H", "C", "H", "C", "H", "C", "H", "C", "H", "C", "C", "H", "C", "H", "C", "H", "C", "H", "C", "H", "H", "Si", "C", "C", "H", "C", "H", "C", "H", "C", "H", "C", "H", "C", "C", "H", "C", "H", "C", "H", "C", "H", "C", "H", "H", "Cl", "C", "C", "C", "C", "C", "C", "N", "N", "C", "C", "C", "C", "C", "N", "H", "H", "H", "H", "H", "H", "H", "H", "H"], "coordinates": [[1.187, -0.716, -1.651], [-0.046, -1.199, -2.237], [-0.859, -0.051, -2.538], [-0.278, -2.226, -2.496], [-0.167, 1.125, -2.081], [1.108, 0.713, -1.562], [1.915, 1.373, -1.227], [2.047, -1.332, -1.392], [-1.782, -0.068, -3.099], [-0.531, 2.153, -2.175], [-0.440, -0.192, -0.410], [-3.866, -0.791, 1.351], [-3.972, -2.707, 0.769], [-4.494, -3.673, 1.638], [-4.843, -3.359, 2.619], [-4.576, -5.023, 1.272], [-4.993, -5.750, 1.979], [-4.135, -5.427, 0.003], [-4.263, -6.464, -0.321], [-3.543, -4.488, -0.848], [-3.190, -4.777, -1.847], [-3.396, -3.168, -0.419], [-2.789, -2.520, -1.056], [-4.250, 0.266, -0.296], [-3.969, -0.272, -1.614], [-3.701, -1.315, -1.765], [-4.176, 0.520, -2.828], [-4.100, 0.007, -3.789], [-4.037, 1.942, -2.712], [-3.819, 2.531, -3.606], [-4.175, 2.479, -1.448], [-4.142, 3.565, -1.322], [-4.319, 1.689, -0.293], [-4.390, 2.208, 0.654], [-2.413, -0.941, 0.980], [-5.757, 0.172, -1.879], [-7.233, 1.357, -2.061], [-8.250, 0.911, -2.928], [-8.179, -0.093, -3.371], [-9.329, 1.741, -3.252], [-10.082, 1.393, -3.952], [-9.422, 3.019, -2.698], [-10.236, 3.682, -2.983], [-8.457, 3.447, -1.789], [-8.523, 4.442, -1.349], [-7.381, 2.616, -1.450], [-6.646, 2.969, -0.718], [-6.584, -1.554, -1.702], [-6.584, -2.519, -2.717], [-6.228, -2.247, -3.713], [-7.033, -3.820, -2.442], [-6.994, -4.598, -3.212], [-7.507, -4.143, -1.173], [-7.822, -5.161, -0.950], [-7.593, -3.161, -0.189], [-7.968, -3.416, 0.804], [-7.159, -1.861, -0.459], [-7.247, -1.085, 0.309], [-4.248, -1.185, 2.694], [-2.951, 0.977, 2.454], [1.969, 4.339, 1.834], [2.457, 3.240, 2.556], [1.841, 1.997, 2.421], [0.769, 1.844, 1.528], [0.221, 2.959, 0.862], [0.853, 4.196, 0.998], [0.301, 0.541, 1.271], [0.541, -0.272, 2.308], [0.201, -1.554, 2.026], [0.199, -2.530, 3.047], [-0.199, -3.817, 2.720], [-0.533, -4.111, 1.387], [-0.454, -3.119, 0.421], [-0.164, -1.827, 0.727], [2.462, 5.309, 1.923], [3.318, 3.333, 3.215], [2.192, 1.117, 2.959], [-0.680, 2.819, 0.261], [0.472, 5.053, 0.441], [0.544, -2.205, 4.029], [-0.242, -4.596, 3.475], [-0.856, -5.108, 1.081], [-0.630, -3.333, -0.632]], "lowdin_charge": [-0.163, -0.178, -0.164, 0.101, -0.168, -0.157, 0.124, 0.117, 0.080, 0.107, 0.617, 0.340, -0.299, -0.130, 0.082, -0.097, 0.100, -0.109, 0.097, -0.099, 0.106, -0.168, 0.069, -0.283, -0.226, 0.102, -0.230, 0.141, -0.059, 0.131, -0.095, 0.130, -0.145, 0.070, -0.035, 0.835, -0.210, -0.085, 0.103, -0.073, 0.106, -0.078, 0.107, -0.074, 0.108, -0.079, 0.097, -0.250, -0.096, 0.104, -0.079, 0.107, -0.081, 0.108, -0.072, 0.113, -0.089, 0.114, -0.045, 0.089, -0.113, -0.092, -0.035, -0.277, -0.051, -0.100, -0.084, 0.063, -0.328, -0.004, -0.064, -0.075, -0.128, 0.008, 0.093, 0.097, 0.098, 0.090, 0.096, 0.114, 0.104, 0.103, 0.093], "homo_lumo_gap_ev": [4.533, 5.674], "e_homo_ev": [-5.7, -7.3], "lumo_energy_ev": [-1.17, -1.59], "multiplicity": 6, "e_tot_ha": -3900.054345}

3.
{"formula": "C11H17Cl2NO2Sn", "method": "ωB97M-V/def2-TZVPD", "elements": ["C", "C", "C", "C", "C", "C", "C", "C", "C", "C", "Sn", "Cl", "Cl", "O", "H", "H", "H", "H", "H", "H", "H", "H", "H", "H", "H", "H", "H", "H", "H", "H", "O", "H", "N", "C"], "coordinates": [[0.567, -0.007, -1.446], [0.817, -1.224, -0.743], [1.283, -0.883, 0.557], [0.643, -2.588, -1.262], [1.403, 0.536, 0.630], [0.949, 1.079, -0.602], [0.899, 2.512, -0.948], [0.024, 0.106, -2.809], [1.627, -1.842, 1.618], [1.933, 1.304, 1.770], [-2.722, 0.672, 0.698], [-1.877, -4.315, 0.599], [-2.694, -1.379, -0.340], [-1.317, 0.487, 2.107], [0.081, -2.571, -2.201], [0.068, -3.214, -0.553], [1.617, -3.067, -1.453], [0.930, -2.690, 1.602], [1.591, -1.360, 2.602], [2.644, -2.233, 1.471], [1.616, 0.859, 2.722], [1.605, 2.350, 1.733], [3.034, 1.303, 1.749], [0.751, 3.118, -0.047], [0.074, 2.716, -1.639], [1.834, 2.852, -1.421], [-0.672, -0.719, -2.999], [0.809, 0.070, -3.582], [-0.529, 1.045, -2.922], [-1.375, 1.257, 2.700], [-2.452, 1.872, -0.881], [-2.671, 2.803, -0.709], [-5.750, 0.516, 2.284], [-4.738, 0.634, 1.714]], "nbo_charge": [-0.151, -0.113, -0.072, -0.654, -0.153, -0.157, -0.616, -0.620, -0.640, -0.615, 2.038, -0.970, -0.371, -1.014, 0.185, 0.268, 0.164, 0.235, 0.178, 0.163, 0.187, 0.176, 0.168, 0.174, 0.191, 0.162, 0.201, 0.162, 0.187, 0.460, -1.056, 0.465, -0.421, -0.142], "homo_lumo_gap_ev": [3.441, 3.440], "charge": -2, "e_homo_ev": [0.5, 0.5], "lumo_energy_ev": [3.96, 3.96], "relative_energy_ev": 0.022, "e_tot_ha": -1769.268733}

4.
{"formula": "C5H14", "method": "ωB97M-V/def2-TZVPD", "elements": ["C", "C", "H", "H", "H", "H", "H", "H", "C", "C", "C", "H", "H", "H", "H", "H", "H", "H", "H"], "coordinates": [[-2.335, -1.538, -0.158], [-2.687, -0.789, 1.104], [-2.051, -0.909, -0.997], [-1.438, -2.162, 0.005], [-3.000, -2.358, -0.441], [-1.971, 0.020, 1.271], [-3.626, -0.240, 1.005], [-2.693, -1.459, 1.956], [1.256, 0.510, -0.003], [2.343, 1.437, 0.582], [1.516, 0.454, -1.524], [1.370, -0.488, 0.417], [0.293, 0.941, 0.241], [2.351, 2.356, 0.003], [0.861, -0.244, -2.045], [1.268, 1.443, -1.915], [3.302, 0.913, 0.598], [2.242, 1.637, 1.654], [2.562, 0.213, -1.688]], "nbo_charge": [-0.614, -0.608, 0.206, 0.199, 0.206, 0.203, 0.202, 0.206, -0.392, -0.609, -0.605, 0.195, 0.194, 0.202, 0.206, 0.198, 0.201, 0.206, 0.203], "smiles": "CCC.CC", "homo_lumo_gap_ev": 12.569, "e_homo_ev": -11.4, "lumo_energy_ev": 1.14, "relative_energy_ev": 0.332, "e_tot_ha": -198.876940}

5.
{"formula": "C5H13NO", "method": "ωB97M-V/def2-TZVPD", "elements": ["C", "C", "O", "N", "H", "H", "H", "H", "H", "C", "C", "C", "H", "H", "H", "H", "H", "H", "H", "H"], "coordinates": [[0.555, -0.772, 2.299], [-0.092, -1.968, 1.541], [-0.822, -2.686, 2.198], [0.343, -2.228, 0.299], [0.893, 0.036, 1.663], [1.473, -1.218, 2.772], [0.034, -3.069, -0.172], [0.796, -1.506, -0.263], [-0.133, -0.572, 3.088], [0.102, 1.453, -1.328], [-0.454, 0.203, -2.061], [-0.658, 2.182, -0.289], [1.155, 1.108, -1.163], [0.666, 2.098, -2.122], [-0.901, -0.358, -1.193], [0.230, -0.390, -2.649], [0.264, 2.778, 0.177], [-1.427, 2.837, -0.646], [-1.232, 0.478, -2.774], [-0.793, 1.595, 0.623]], "nbo_charge": [-0.715, 0.673, -0.622, -0.825, 0.207, 0.234, 0.406, 0.400, 0.243, -0.429, -0.623, -0.634, 0.204, 0.202, 0.202, 0.208, 0.217, 0.227, 0.204, 0.221], "smiles": "CC(N)=O.CCC", "homo_lumo_gap_ev": 10.438, "e_homo_ev": -9.7, "lumo_energy_ev": 0.78, "relative_energy_ev": 1.584, "e_tot_ha": -328.260643}

6.
{"formula": "C5H11NO", "method": "ωB97M-V/def2-TZVPD", "elements": ["C", "N", "C", "C", "C", "C", "O", "H", "H", "H", "H", "H", "H", "H", "H", "H", "H", "H"], "coordinates": [[1.605, 0.227, 0.846], [0.555, -0.725, 0.697], [-1.674, 0.980, 0.876], [-1.695, -0.194, -0.095], [-0.280, -0.935, -0.410], [0.235, -0.445, -1.749], [1.807, 1.071, 0.035], [2.146, 0.104, 1.793], [0.389, -1.326, 1.505], [-1.141, 1.849, 0.471], [-2.687, 1.335, 1.040], [-1.184, 0.789, 1.825], [-2.432, -0.890, 0.309], [-2.053, 0.144, -1.060], [-0.586, -1.982, -0.435], [1.295, -0.718, -1.856], [0.216, 0.636, -1.847], [-0.258, -0.946, -2.568]], "nbo_charge": [0.491, -0.272, -0.637, -0.323, -0.073, -0.631, -0.375, 0.176, 0.431, 0.228, 0.261, 0.203, 0.237, 0.250, 0.281, 0.244, 0.254, 0.255], "homo_lumo_gap_ev": [12.446, 7.246], "charge": 1, "e_homo_ev": [-16.0, -16.1], "lumo_energy_ev": [-3.60, -8.81], "multiplicity": 2, "relative_energy_ev": 1.587, "e_tot_ha": -326.765769}